No. 1
Below is C21H35BiCl2N2O4 as an isolated structure in a non-equilibrium geometry, with properties calculated with the ωB97M-V functional and the def2-TZVPD basis.

Last column: natural (NBO) charge in e.
Geometry (Å):
O1 0.45824 1.62147 -1.79718  -0.67
C1 0.08608 1.57719 -2.97383  0.42
C2 0.72859 2.50509 -3.89674  -0.17
C3 1.39051 3.58834 -3.32825  -0.15
H1 1.26342 3.77999 -2.25748  0.25
C4 2.34573 4.26809 -4.08020  -0.20
H2 2.97194 5.01353 -3.58982  0.22
C5 2.57403 3.93637 -5.41477  -0.19
H3 3.31268 4.49143 -6.01146  0.22
C6 1.81023 2.92378 -6.02345  -0.22
H4 2.05076 2.59736 -7.03167  0.22
C7 0.82111 2.27517 -5.29791  -0.16
H5 0.16819 1.49746 -5.71133  0.22
H6 -0.43066 0.60314 -3.33512  0.24
C8 -2.58768 2.05758 -3.04763  -0.73
C9 -2.02458 0.76542 -2.68003  0.08
H7 -3.65324 2.18064 -2.77667  0.23
H8 -2.45358 2.04729 -4.15875  0.22
H9 -1.99109 2.92335 -2.66891  0.24
C10 -2.37296 -0.28964 -1.94830  -0.30
C11 -3.76860 -0.39449 -1.30175  -0.65
H10 -1.73696 -1.19017 -1.91088  0.24
H11 -4.53390 -0.02699 -2.02571  0.21
H12 -3.86465 0.18948 -0.35555  0.22
H13 -4.05445 -1.41397 -0.99818  0.22
Bi1 0.68336 0.25064 -0.03462  1.37
Cl1 -0.90698 2.39293 0.51069  -0.72
Cl2 1.18733 -1.30032 -2.13088  -0.73
C12 -1.67453 0.09660 2.43161  0.49
O2 -0.91849 -0.79168 2.00228  -0.68
N1 -2.38546 0.06930 3.55655  -0.42
C13 -2.42318 -1.06878 4.46242  -0.42
C14 -3.25561 1.20168 3.85636  -0.40
H14 -1.77002 1.04567 1.84093  0.18
H15 -1.80119 -1.87623 4.07941  0.24
H16 -3.45325 -1.41644 4.57466  0.19
H17 -2.07392 -0.76811 5.45354  0.19
H18 -3.14798 1.93877 3.05194  0.23
H19 -2.97317 1.66453 4.80941  0.19
H20 -4.30200 0.87337 3.91873  0.19
H21 0.23947 -5.78453 1.44127  0.19
H22 2.13300 -6.11104 -0.60243  0.19
C15 -0.14246 -5.03349 0.74101  -0.42
C16 1.54877 -5.29442 -1.05211  -0.40
N2 0.94541 -4.44526 -0.02625  -0.43
H23 -0.64563 -4.23127 1.29948  0.25
C17 1.20951 -3.14386 0.06045  0.55
O3 0.46199 -2.30906 0.61976  -0.69
H24 2.20894 -4.69015 -1.67969  0.23
H25 2.15775 -2.81265 -0.40984  0.16
H26 -0.84171 -5.52702 0.05702  0.19
H27 0.75881 -5.74212 -1.67518  0.20
C18 2.30264 1.07452 4.16666  -0.43
C19 3.01820 -0.28391 4.00721  -0.43
C20 2.56802 -0.75215 2.63209  -0.08
O4 2.16812 0.45118 1.86351  -0.61
C21 2.20003 1.61243 2.73910  -0.08
H28 1.29669 0.89314 4.57685  0.21
H29 2.83592 1.75375 4.83968  0.22
H30 2.73423 -1.02319 4.76245  0.22
H31 4.11062 -0.17244 4.03195  0.20
H32 3.34515 -1.30241 2.08356  0.19
H33 1.68025 -1.39054 2.71155  0.21
H34 1.30981 2.23195 2.55235  0.22
H35 3.10237 2.19370 2.49806  0.18

Total charge   0
E_LUMO (spin up / spin down)   0.053 / -0.054 eV
HOMO level (spin up / spin down)   -7.03 / -5.19 eV
Frontier orbital gap (spin up / spin down)   7.08 / 5.13 eV

No. 2
Below is a 3-piece molecular cluster, C24H51ClN3O8 overall in a non-equilibrium geometry, with properties calculated with the ωB97M-V functional and the def2-TZVPD basis.

Last column: Löwdin charge in e.
Geometry (Å):
C1 6.39288 4.59636 2.90786  0.09
C2 5.47459 4.83535 1.89372  -0.15
C3 4.16314 5.48059 2.23550  -0.15
C4 2.94827 4.50056 2.05450  -0.25
C5 3.41412 3.04152 2.00264  -0.09
C6 2.25224 2.04811 2.02870  -0.73
O1 2.13915 1.26543 2.94945  0.06
Cl1 1.09682 1.99981 0.69345  0.76
O2 2.18952 4.71066 0.88577  -0.06
C7 1.88354 6.06453 0.65094  -0.41
O3 0.95665 6.25628 -0.31338  -0.01
C8 -0.22174 5.45402 -0.18471  -0.11
C9 -0.91003 5.54188 1.16647  -0.42
C10 -1.04704 6.97310 1.71717  -0.02
O4 -2.18050 4.94330 1.04012  0.00
C11 3.17400 6.76416 0.29359  -0.01
N1 3.96164 6.84514 1.54735  -0.08
C12 5.24837 7.54901 1.26189  0.03
H1 7.00337 5.38391 3.34628  0.08
H2 6.52159 3.60916 3.34261  0.08
H3 5.70161 4.54515 0.87354  0.13
H4 4.23186 5.70069 3.29727  0.16
H5 2.28510 4.58913 2.92056  0.17
H6 3.98152 2.85000 1.09860  0.13
H7 3.99520 2.86488 2.89820  0.13
H8 1.57024 6.48809 1.62985  0.16
H9 -0.91854 5.78647 -0.94648  0.15
H10 -0.01376 4.40965 -0.39908  0.10
H11 -0.31326 4.97301 1.88650  0.13
H12 -0.74440 7.01060 2.76213  0.08
H13 -2.09591 7.24902 1.70499  0.09
H14 -0.48422 7.72301 1.16606  0.08
H15 -2.39776 4.50097 1.86094  0.10
H16 2.98672 7.74496 -0.13166  0.16
H17 3.72978 6.20507 -0.45225  0.16
H18 3.44877 7.45610 2.18340  0.19
H19 5.89517 7.56487 2.12885  0.11
H20 5.71344 7.14561 0.37466  0.11
H21 4.97593 8.57472 1.02733  0.11
C13 -5.36414 -2.05150 -0.76583  -0.11
O5 -4.15480 -2.78821 -0.79135  -0.20
C14 -3.06684 -2.09320 -1.38772  -0.21
C15 -2.00926 -1.77333 -0.35296  -0.21
N2 -2.47512 -0.75168 0.57823  -0.05
C16 -1.60543 -0.56214 1.73633  -0.21
C17 -1.45536 -1.72480 2.71296  -0.23
O6 -2.63518 -2.03566 3.42795  -0.18
C18 -3.52221 -2.92963 2.77746  -0.10
H22 -6.14643 -2.71826 -0.40789  0.09
H23 -5.29867 -1.19647 -0.08457  0.08
H24 -5.63317 -1.70144 -1.76627  0.09
H25 -3.39698 -1.19156 -1.91106  0.12
H26 -2.62947 -2.76650 -2.13157  0.10
H27 -1.10915 -1.41115 -0.85886  0.12
H28 -1.76004 -2.70945 0.16353  0.11
H29 -3.39506 -1.01038 0.90985  0.07
H30 -2.00743 0.28832 2.29433  0.12
H31 -0.61342 -0.26622 1.38308  0.08
H32 -0.72675 -1.41560 3.46792  0.12
H33 -1.03997 -2.62140 2.23844  0.11
H34 -2.99114 -3.65096 2.15163  0.09
H35 -4.26002 -2.39029 2.17721  0.07
H36 -4.06547 -3.47497 3.54908  0.09
C19 -3.07791 -7.75622 -1.36925  -0.11
O7 -3.13463 -7.13234 -2.63857  -0.19
C20 -2.79358 -5.75197 -2.61644  -0.22
C21 -1.49352 -5.50890 -3.35428  -0.22
N3 -0.35957 -6.05009 -2.61430  -0.05
C22 0.89362 -6.06211 -3.36509  -0.20
C23 0.97613 -6.95091 -4.60297  -0.23
O8 0.92528 -8.33598 -4.32410  -0.18
C24 -0.37564 -8.88984 -4.23041  -0.10
H37 -3.47423 -8.76387 -1.48131  0.09
H38 -2.04821 -7.82766 -1.00244  0.08
H39 -3.68913 -7.21840 -0.63879  0.09
H40 -2.75188 -5.35999 -1.59611  0.11
H41 -3.59490 -5.22182 -3.14011  0.12
H42 -1.35005 -4.43168 -3.48630  0.11
H43 -1.58684 -5.96728 -4.34762  0.11
H44 -0.57485 -6.99952 -2.33976  0.07
H45 1.67246 -6.39111 -2.67264  0.12
H46 1.13933 -5.03411 -3.65108  0.12
H47 1.95609 -6.77785 -5.05632  0.12
H48 0.23568 -6.68068 -5.36510  0.11
H49 -1.08535 -8.38359 -4.88912  0.09
H50 -0.74379 -8.86670 -3.20110  0.07
H51 -0.31105 -9.93580 -4.53011  0.09

Total charge   +1
E_LUMO   -4.568 eV
HOMO level   -9.68 eV
Frontier orbital gap   5.11 eV

No. 3
Below is a 2-piece molecular cluster, C2HBrN2O2 overall in a non-equilibrium geometry, with properties calculated with the ωB97M-V functional and the def2-TZVPD basis.

Last column: natural (NBO) charge in e.
Geometry (Å):
C1 -0.50284 1.60789 -0.18701  0.06
C2 0.33371 -0.87446 -0.61461  -0.01
N1 -0.89284 2.64912 0.01281  -0.47
N2 -0.09292 -0.80847 0.74832  0.43
O1 -1.24674 -1.13816 0.86305  -0.31
O2 0.71796 -0.57605 1.60596  -0.32
Br1 2.00073 -0.20357 -0.97690  0.34
H1 -0.31706 -0.65629 -1.45161  0.28

Total charge   0
E_LUMO (spin up / spin down)   -4.562 / -4.561 eV
HOMO level (spin up / spin down)   -10.58 / -10.58 eV
Energy relative to the best compared isomer or geometry (same formula, charge and spin)   186.3 kcal per mole
Frontier orbital gap (spin up / spin down)   6.02 / 6.02 eV

No. 4
Below is one molecule with the formula C4H6N2 in a non-equilibrium geometry, with properties calculated with the ωB97M-V functional and the def2-TZVPD basis.

Last column: natural (NBO) charge in e.
Geometry (Å):
C1 -1.33082 0.67280 0.03030  -0.42
C2 -1.10846 -0.84161 0.08253  -0.42
C3 0.04909 0.09298 0.32997  -0.27
C4 1.26678 0.18568 -0.53295  -0.04
N1 2.45266 0.56262 0.18332  -0.07
N2 2.37740 -0.61455 -0.16050  -0.07
H1 -1.31848 1.40333 -0.77800  0.23
H2 -1.70232 1.09636 0.93312  0.22
H3 -1.43426 -1.31991 0.99190  0.22
H4 -0.82546 -1.54275 -0.66744  0.23
H5 0.42650 0.08114 1.42695  0.21
H6 1.14737 0.22390 -1.83920  0.17

Total charge   0
E_LUMO   0.628 eV
HOMO level   -9.53 eV
Energy relative to the best compared isomer or geometry (same formula, charge and spin)   105.5 kcal per mole
Frontier orbital gap   10.16 eV
SMILES   C1CC1C1N=N1